1.
The following is a quantum chemistry calculation of a 2-piece molecular cluster, C4H12NO2S overall, from the OMol25 dataset.

Output
Net charge = -1
Strongest force on any atom = 0.031 hartree/bohr
E_LUMO = 3.04 eV
Molar mass = 138.2 g mol⁻¹
Energy relative to the best compared isomer or geometry (same formula, charge and spin) = 24.2 kcal per mole
Multiplicity = 1

Geometry as XYZ:
```
20
Properties=species:S:1:pos:R:3:mulliken_charge:R:1
C -0.97718 -1.61757 0.13014 -1.305
C -1.08204 -0.13977 0.57100 0.379
C -1.25386 0.79938 -0.65607 -0.779
S -2.43460 0.17912 -1.94377 -0.327
N 0.10325 0.25310 1.42839 -0.430
C 1.00017 1.31113 0.87688 -0.713
O 1.68175 1.05372 -0.25369 -0.839
H -1.10000 -2.29581 0.98848 0.340
H -1.77052 -1.78989 -0.59813 0.416
H -0.04833 -1.88962 -0.39260 0.303
H -1.96465 0.04498 1.18831 0.145
H -1.52501 1.76422 -0.26869 0.437
H -0.31215 0.87391 -1.21041 0.314
H -1.77995 0.80945 -3.00529 0.119
H 0.72032 -0.55147 1.42766 0.350
H 0.40369 2.21962 0.75019 0.372
H 1.73151 1.35227 1.75473 0.346
H 3.05603 -1.30328 -0.85621 0.243
H 2.54740 -0.04412 -0.00309 0.416
O 3.00419 -1.02937 0.07215 -0.787
```



2.
The following is a quantum chemistry calculation of one molecule with the formula C27H43F5N4O4, from the OMol25 dataset.

Output
Net charge = 0
Strongest force on any atom = 0.019 hartree/bohr
E_LUMO = 0.62 eV
Molar mass = 582.7 g mol⁻¹
Multiplicity = 1

Geometry as XYZ:
```
83
Properties=species:S:1:pos:R:3:mulliken_charge:R:1
C 1.74337 2.94109 -0.17971 -1.425
C 1.07784 2.23439 0.71803 -1.204
C 0.57513 0.80880 0.57450 3.738
C 0.23339 0.33311 1.99610 -2.749
C -0.54326 -0.98680 2.09104 -1.060
C 0.09914 -1.92294 3.12577 -1.171
C -0.74470 -3.12076 3.49184 0.755
F -2.05688 -2.83106 3.56249 -0.321
F -0.36484 -3.57291 4.71570 -0.351
C -0.59124 -4.31564 2.52534 0.701
F -1.25080 -4.07051 1.40361 -0.240
F -1.07090 -5.42564 3.05808 -0.289
F 0.68517 -4.53253 2.22556 -0.262
O -0.59559 0.62825 -0.23773 -0.278
C -1.51086 1.65914 -0.49704 1.067
C -2.71053 0.91409 -1.11812 -1.629
N -3.73744 1.84322 -1.60036 -0.483
O -1.86276 2.42644 0.62461 -0.327
C -2.71756 1.83983 1.59047 -0.346
C -4.15509 2.33280 1.51872 -0.288
C -4.77624 2.39896 2.91000 -1.472
C -1.02023 2.65438 -1.55754 0.255
C -0.96997 4.03353 -1.31200 -0.142
C -0.48881 4.90727 -2.29347 -0.907
C -0.04492 4.42848 -3.53180 -0.582
C -0.10509 3.05533 -3.78992 -0.805
C -0.58617 2.18940 -2.80230 -0.226
C 1.71427 -0.06593 -0.09992 -1.008
C 2.81105 -0.53126 0.85235 -0.757
C 3.71052 0.56739 1.42939 -1.284
O 3.41758 0.81460 2.80762 -0.641
N 1.11131 -1.18308 -0.87504 1.555
C 1.41758 -2.53375 -0.42639 -1.062
C 0.56760 -3.58084 -1.15592 -0.353
C 0.92486 -4.98252 -0.76956 -0.074
N 2.33937 -5.27088 -0.76340 -0.479
O 0.10869 -5.82022 -0.53586 -0.536
C 1.31847 -1.00336 -2.27946 -1.895
N 2.68987 -1.30802 -2.74006 -0.190
C 2.88222 -0.81909 -4.11365 -0.959
H 1.87422 2.58495 -1.19183 0.222
H 2.16259 3.90160 0.07729 0.313
H 0.83035 2.72737 1.65069 0.406
H 1.11673 0.33343 2.62665 1.190
H -0.40581 1.11936 2.39595 0.701
H -0.67263 -1.46714 1.12485 0.282
H -1.53847 -0.78839 2.47578 0.939
H 1.09137 -2.24920 2.83361 0.129
H 0.20729 -1.34970 4.04544 0.505
H -3.09863 0.15582 -0.44364 0.755
H -2.28129 0.36301 -1.95283 0.462
H -3.68195 1.91867 -2.60701 0.243
H -4.65210 1.45066 -1.41737 0.275
H -2.32889 2.14718 2.56426 0.518
H -2.68032 0.75206 1.58703 0.101
H -4.77063 1.67517 0.90895 0.206
H -4.17416 3.32273 1.07160 0.284
H -4.72654 1.43340 3.41116 0.324
H -5.81596 2.70951 2.86104 0.436
H -4.25252 3.11991 3.53628 0.364
H -1.28093 4.44897 -0.36906 0.449
H -0.43644 5.97015 -2.10282 0.428
H 0.33917 5.09526 -4.28937 0.417
H 0.22117 2.63853 -4.73046 0.445
H -0.61436 1.12750 -3.00676 0.237
H 2.21136 0.55307 -0.84102 1.007
H 2.44254 -1.10569 1.69719 -0.141
H 3.48063 -1.18887 0.30515 0.674
H 4.74565 0.23036 1.37844 0.367
H 3.65099 1.48049 0.84803 0.359
H 3.25417 1.75322 2.92336 0.356
H 1.22569 -2.65693 0.63448 0.039
H 2.45892 -2.79888 -0.61360 0.723
H -0.49094 -3.42016 -0.97571 0.016
H 0.72802 -3.53378 -2.23503 0.635
H 2.45897 -6.12134 -1.30533 0.328
H 2.60342 -5.52650 0.18386 0.250
H 1.12398 0.03336 -2.53971 0.710
H 0.58878 -1.58899 -2.85112 0.530
H 2.78935 -2.31604 -2.77852 0.293
H 3.49543 -1.50354 -4.69107 0.331
H 1.93023 -0.72594 -4.64723 0.344
H 3.34801 0.16256 -4.09359 0.270
```